Entry from the Open Molecules 2025 dataset: a structure of composition C8H14IN9O2Re (ωB97M-V/def2-TZVPD).

Structure (ORCA input):
```
! RIJCOSX wB97M-V def2-TZVPD def2/J DEFGRID3
* xyz 4 4
Re 0.419 -0.281 -0.319
N -0.379 1.788 -0.946
N 0.717 2.574 -1.436
C 1.950 2.040 -1.546
N 2.960 2.648 -2.092
N 1.966 0.788 -0.991
N 2.872 -0.240 -1.200
O 2.268 -1.308 -0.779
O 3.935 -0.171 -1.667
H -1.097 1.792 -1.673
H -0.766 2.283 -0.137
H 0.515 3.529 -1.718
H 2.873 3.567 -2.518
H 3.885 2.229 -2.111
C 2.580 -0.182 2.518
C 1.100 -0.114 2.647
N 0.164 -0.151 1.662
C -1.099 -0.076 2.287
C -0.903 -0.003 3.617
N 0.464 -0.030 3.808
H 2.901 0.135 1.530
H 2.936 -1.198 2.700
H 3.049 0.480 3.246
H -2.023 -0.069 1.736
H -1.599 0.071 4.437
H 0.924 0.014 4.712
I -4.319 -4.173 -1.731
C -2.619 -3.391 -1.018
C -1.559 -4.105 -0.431
N -0.632 -3.219 -0.123
N -0.998 -1.931 -0.446
C -2.212 -2.036 -0.978
H -1.426 -5.162 -0.241
H 0.256 -3.410 0.327
H -2.747 -1.166 -1.327
*
```

Computed properties:
highest occupied orbital energy (alpha / beta) = -21.362 / -21.560 eV
DFT total energy = -36210.9046 eV
Kohn-Sham gap (alpha / beta) = 7.4 / 5.5 eV
molar mass = 581.372 u

Mulliken population analysis, charges in e, atoms 1 to 4: Re 1.131; N -0.588; N -0.183; C 0.856